C3H3NO3 | ωB97M-V/def2-TZVPD

```
10
Properties=species:S:1:pos:R:3:forces:R:3:mulliken_charge:R:1
H 0.8583 -1.5915 1.2667 0.1 0.1 0.0 0.27
N 1.2374 -0.6628 1.0706 -0.2 0.1 -0.4 -0.57
C 0.6487 -0.1232 0.1016 0.2 -0.1 0.3 0.61
C 1.0466 1.2587 -0.3458 -0.2 0.3 -0.3 0.01
O 0.5164 1.8270 -1.2649 0.2 -0.3 0.5 -0.45
O -0.3369 -0.7163 -0.6729 0.0 -0.1 0.0 -0.29
C -1.6152 -0.5803 -0.2348 -0.2 0.2 0.4 0.14
O -1.9337 -0.0822 0.8046 0.2 -0.2 -0.5 -0.45
H 1.8660 1.6863 0.2575 -0.1 0.0 -0.1 0.37
H -2.2875 -1.0157 -0.9825 0.0 0.0 0.1 0.35
```
Positions in Å, forces in eV/Å.

E_HOMO in hartree: -0.39630
Total energy in a.u.: -396.5667
Relative energy (zero: lowest compared OMol25 entry of this formula, charge and spin) in kcal per mole: 36.2
SMILES: [H]/N=C(/C=O)OC=O
Gap between HOMO and LUMO in eV: 10.34